Entry 1:
Here is a structure of composition C18H28BeN4S2 from the Open Molecules 2025 dataset. Energies are from ωB97M-V with the def2-TZVPD basis set.

total charge: +2
calculated total energy: -47140.6565 eV

Each line ends with the Mulliken charge.
Atoms and positions in Å:
S -0.865 -2.475 -0.088  0.003
S -1.364 1.651 -0.139  0.328
N -0.812 -0.503 2.052  0.343
N 0.287 1.536 2.446  0.016
N -0.549 -0.564 -2.077  0.300
N 1.147 0.506 0.493  0.287
C 5.260 -0.411 -0.444  -0.378
C 2.884 1.678 -0.687  -1.283
C -0.549 -2.943 -1.822  -0.758
C -0.647 0.594 2.833  0.619
C 1.244 1.472 1.447  1.097
C -1.327 0.818 4.032  -0.931
C -3.155 1.732 -0.386  -1.103
C -1.528 -1.517 2.613  -0.305
C 3.008 2.642 0.322  -0.474
C 2.179 2.506 1.429  -1.033
C -2.272 -1.347 3.772  -1.095
C 5.126 -0.440 -1.779  -0.622
C 2.034 0.602 -0.548  -0.275
C -1.012 -1.807 -2.719  -0.764
C -0.840 1.855 -1.892  -0.687
C -2.679 -2.797 -0.245  -0.987
C -1.130 0.610 -2.722  -0.927
C -2.159 -0.175 4.524  -0.418
Be -0.326 -0.356 0.382  -0.369
H -0.713 0.725 -3.738  0.373
H -3.530 0.881 -0.957  0.257
H -0.610 -1.907 -3.741  0.394
H -3.105 -2.785 0.762  0.452
H 5.319 0.536 0.107  0.236
H 3.521 1.712 -1.567  0.530
H 5.142 -1.389 -2.329  0.286
H -2.933 -2.155 4.064  0.444
H 0.462 -0.533 -2.166  0.018
H 0.535 -3.099 -1.912  0.391
H -2.109 -1.780 -2.788  0.404
H -2.739 -3.812 -0.661  0.435
H -3.596 1.714 0.613  0.421
H -3.419 2.678 -0.866  0.408
H 2.043 -0.240 -1.247  0.699
H 2.198 3.199 2.268  0.463
H 0.238 2.083 -1.899  0.238
H -1.158 1.765 4.549  0.436
H 5.369 -1.331 0.138  0.271
H 5.061 0.477 -2.377  0.295
H -2.685 -0.053 5.474  0.463
H 3.726 3.456 0.254  0.541
H 0.434 2.286 3.108  0.232
H -2.216 0.456 -2.798  0.419
H -1.406 2.710 -2.292  0.592
H -1.471 -2.489 2.104  0.957
H -3.219 -2.095 -0.894  0.226
H -1.097 -3.877 -2.004  0.536


Entry 2:
Here is the ion C18H28BrN3O2P with charge +1 from the Open Molecules 2025 dataset. Energies are from ωB97M-V with the def2-TZVPD basis set.

total charge: +1
calculated total energy: -107008.3249 eV

Each line ends with the Mulliken charge.
Atoms and positions in Å:
Br -3.826 -1.695 0.897  -0.004
P -3.036 1.838 2.276  0.518
O -2.867 3.042 3.101  -0.639
O 2.530 -1.119 -0.199  -0.530
N -1.404 -0.041 0.759  1.436
N 2.087 -2.304 -2.127  -0.278
N 0.023 3.661 3.781  -0.673
C -1.948 -1.303 1.394  -0.322
C 2.707 -1.579 -3.211  0.432
C -1.451 1.643 -0.982  -0.504
C 2.648 -0.212 -3.322  -0.139
C -0.571 -2.091 3.454  -1.298
C -1.869 -1.405 2.927  -0.355
C 0.243 2.841 2.847  -0.363
C 3.288 0.399 -4.373  -0.809
C -1.188 2.357 0.429  -1.102
C 0.032 -0.411 0.419  -1.502
C 1.727 -1.504 -1.019  0.057
C -1.381 1.260 1.528  -0.151
C -0.402 1.449 2.726  -0.711
C 0.236 -1.105 -0.934  -0.374
C 3.978 -0.322 -5.312  -0.463
C 4.005 -1.694 -5.223  -0.613
C 3.372 -2.299 -4.175  -0.245
C -2.140 0.368 -0.466  -1.161
H 2.131 0.441 -2.625  0.342
H -1.872 3.192 0.580  0.608
H 0.405 0.711 2.793  0.213
H 3.429 -3.382 -4.112  0.413
H 4.528 -2.274 -5.973  0.388
H -0.666 3.253 4.419  0.309
H -3.844 2.163 1.157  0.114
H 0.027 -0.493 -1.812  0.344
H -2.037 -0.479 3.474  0.016
H 0.975 3.123 2.084  0.409
H -0.166 2.705 0.295  0.325
H -2.120 2.247 -1.589  0.457
H 1.309 -2.870 -2.450  0.366
H -3.678 0.759 2.922  0.137
H 0.684 0.465 0.432  0.408
H -1.417 -2.165 1.002  0.527
H -2.673 -2.074 3.234  0.747
H -0.789 -2.827 4.224  0.384
H -0.466 1.499 -1.421  0.078
H -0.142 -2.662 2.617  0.297
H 0.460 -1.071 1.175  0.676
H -3.142 0.761 -0.284  0.568
H -2.336 -0.401 -1.213  0.578
H 3.243 1.480 -4.459  0.359
H -0.985 1.326 3.648  0.639
H 0.201 -1.374 3.741  0.324
H 4.473 0.219 -6.110  0.387
H -0.328 -2.048 -0.944  0.383


Entry 3:
Here is a structure of composition C18H28CeNO4P2 from the Open Molecules 2025 dataset. Energies are from ωB97M-V with the def2-TZVPD basis set.

total charge: +2
multiplicity: 2
calculated total energy: -60291.8631 eV

Each line ends with the Löwdin spin population.
Atoms and positions in Å:
Ce -0.081 -1.102 0.224  0.295
P -2.613 -0.092 -0.582  0.038
P 2.820 -0.954 -0.574  0.060
O 0.461 -2.837 -0.807  0.065
O -1.921 -3.375 -3.812  0.000
O 0.337 0.810 1.693  0.018
O -0.342 -1.144 2.546  0.025
N 0.231 0.422 -1.954  0.000
C 0.557 1.906 -4.313  0.000
C 0.373 2.533 5.610  0.000
C -0.700 1.478 -3.909  0.000
C 0.341 2.040 4.295  0.000
C -0.842 0.768 -2.718  0.001
C 1.649 1.617 -3.504  0.000
C -0.060 1.723 6.678  0.000
C -2.271 0.488 -2.318  0.012
C -0.583 -0.043 5.130  0.000
C -0.554 0.437 6.437  0.000
C -0.126 0.733 4.066  0.000
C 2.711 0.618 -1.529  0.006
C -3.977 -1.280 -0.830  0.008
C 3.377 -2.145 -1.852  0.004
C 1.453 0.886 -2.335  0.000
C -0.046 0.111 2.707  0.001
C -3.504 1.441 -0.186  0.007
C 4.339 -0.744 0.421  0.014
H 3.568 0.621 -2.221  0.001
H -4.461 1.408 -0.718  0.001
H 4.390 -1.591 1.126  0.000
H -1.242 -3.140 -3.176  0.000
H 3.417 -3.151 -1.408  0.000
H -2.751 -0.177 -3.057  0.000
H -1.603 1.690 -4.483  0.000
H 4.368 -1.870 -2.239  0.001
H -1.633 -2.270 0.477  0.434
H -4.245 -1.695 0.152  0.002
H -2.899 2.282 -0.545  0.000
H -0.030 2.095 7.699  0.000
H 4.267 0.185 1.006  0.000
H 0.678 2.531 -5.195  0.000
H -1.581 -2.935 -4.610  0.000
H -4.847 -0.769 -1.263  0.000
H 2.881 1.424 -0.793  0.000
H -0.925 -1.046 4.892  0.000
H 0.702 2.627 3.439  0.000
H -0.898 -0.210 7.242  0.000
H 0.605 -3.733 -1.141  0.000
H -3.647 1.525 0.891  0.000
H 5.236 -0.725 -0.218  0.003
H 2.659 -2.183 -2.681  0.000
H 2.666 1.939 -3.751  0.000
H -2.817 1.431 -2.347  0.001
H -3.635 -2.108 -1.469  0.001
H 0.751 3.545 5.805  0.000


Entry 4:
Here is an isolated molecule of C18H28N2O2 from the Open Molecules 2025 dataset. Energies are from ωB97M-V with the def2-TZVPD basis set.

calculated total energy: -26197.3511 eV

Each line ends with the Mulliken charge.
Atoms and positions in Å:
O 1.485 -1.761 0.896  -0.678
O -2.771 2.400 -1.327  -0.670
N -2.824 0.184 -0.887  -0.031
N 3.226 -0.342 1.148  -0.102
C 0.384 2.819 1.450  -0.773
C -5.066 -1.519 0.317  0.854
C 4.883 -1.601 -0.218  -0.559
C 6.833 -0.782 -1.584  -1.714
C -4.974 -2.830 -0.462  -1.449
C -5.235 -0.310 -0.612  -0.695
C -0.140 0.440 0.134  -0.425
C 5.595 -0.364 -0.791  0.748
C -0.752 2.695 0.671  -0.619
C -2.286 1.420 -0.795  0.262
C 1.267 1.760 1.568  -0.510
C 1.914 -0.625 0.976  0.202
C 1.016 0.568 0.896  0.415
C -4.068 -0.072 -1.574  -1.107
C 4.241 -1.369 1.153  -1.185
C -1.033 1.497 0.021  0.622
C 4.667 0.451 -1.691  -1.412
C -6.242 -1.576 1.292  -1.646
H -4.274 0.816 -2.177  0.413
H -4.929 -3.672 0.225  0.429
H 4.407 -0.127 -2.576  0.361
H -4.149 -1.393 0.903  0.168
H 3.750 -2.289 1.480  0.399
H 5.601 -2.414 -0.101  0.401
H -5.360 0.587 -0.002  0.336
H 4.113 -1.936 -0.915  0.309
H 0.583 3.745 1.969  0.407
H 3.536 0.614 1.090  0.325
H -6.308 -0.657 1.870  0.401
H 6.552 -1.448 -2.397  0.368
H -5.849 -2.954 -1.097  0.302
H 7.546 -1.298 -0.946  0.423
H -7.176 -1.709 0.750  0.347
H 2.136 1.859 2.203  0.532
H 3.744 0.720 -1.183  0.258
H -4.086 -2.862 -1.087  0.339
H 7.324 0.090 -2.011  0.416
H -6.143 -0.441 -1.204  0.393
H -3.937 -0.929 -2.242  0.384
H -1.443 3.517 0.558  0.486
H -2.426 -0.570 -0.352  0.271
H 5.926 0.268 0.043  0.263
H -6.126 -2.408 1.983  0.408
H 5.158 1.366 -2.015  0.397
H -0.299 -0.497 -0.380  0.493
H 5.008 -1.093 1.883  0.442